Entry 1:
C26H24FN5O5S | ωB97M-V/def2-TZVPD

- SMILES = [H]/N=C1/C(=C/c2ccc(OCc3ccccc3F)c(OC)c2)C(=O)N=C2SC(CC(=O)N3CCOCC3)=NN21
- E_tot (Eh) = -2153.1695
- max |F| (eV/Å) = 1.09
- lowest unoccupied orbital energy (eV) = -0.53
- E_HOMO (eV) = -7.8
- net charge = 0

XYZ file:
```
62
C26H24FN5O5S ωB97M-V/def2-TZVPD
H -2.22275 0.87164 3.57315
C -2.03088 8.39129 0.06709
C 3.21496 -8.08546 -2.25969
H -1.94046 -3.11866 -0.08893
F -0.03975 8.30810 1.31865
C 0.97341 0.26948 -0.02421
C -1.23365 1.62044 1.83040
O -1.52820 5.28819 3.76822
C -2.95323 2.09601 5.67055
H -0.02389 -5.61567 -2.83157
H -1.56325 9.09568 -0.60232
C 0.93608 -5.11525 -2.96481
H 0.66778 -7.20599 -4.26392
H -3.30895 2.49814 6.61777
H 1.14364 -4.97069 -4.02700
C -1.84301 1.75894 3.09166
C -1.91931 2.98038 3.72279
H -3.90680 8.34460 -0.95238
C -1.85686 6.98330 2.03696
C 1.43286 -7.86140 -3.85562
H 4.65911 -7.57005 -3.78291
H -4.91884 6.73335 0.62105
C 2.06168 -5.95995 -2.33937
C 2.43210 -8.25115 -4.95700
O 2.80035 -5.50431 -1.49242
O 1.45234 1.27048 0.45762
C -3.90109 7.06255 0.76380
C -0.72518 -1.63312 -0.06037
C -1.03670 6.47891 3.20003
H -1.08030 7.21035 4.01566
H 2.87992 -7.33785 -5.38008
H 1.93099 -8.80903 -5.74952
H 0.95653 -8.77184 -3.47258
H -2.00976 -0.35117 1.58527
N 1.70001 -0.44262 -0.96707
N -0.02466 -3.46791 -1.45689
O -2.46477 3.20072 4.95081
C 4.15076 -8.47096 -3.40783
H -3.61008 5.87646 2.52464
C -0.87187 4.00365 1.79905
C -3.33536 7.96657 -0.11879
H 0.01439 6.36854 2.90124
C -3.16852 6.57820 1.83352
N -1.80191 -2.18982 0.29621
C -1.31539 7.89415 1.13854
C -0.35116 -0.28578 0.37685
C 1.31033 -1.58673 -1.35847
H -0.34060 2.70200 0.20600
N 2.15503 -7.23368 -2.77221
H -3.78482 1.61025 5.14903
S 2.14902 -2.59324 -2.52068
O 3.43838 -9.09386 -4.45514
H -0.51530 4.87173 1.26889
H -2.16567 1.36021 5.86265
H 4.89521 -9.19382 -3.07300
C -1.41560 4.13263 3.06915
H 2.76586 -8.98704 -1.83033
N 0.18940 -2.24761 -0.93699
C -0.76863 2.76703 1.19085
C 0.88446 -3.80063 -2.28411
H 3.75284 -7.53523 -1.48779
C -1.20776 0.30340 1.25692
```

---

Entry 2:
C26H24MgN2S2Te | ωB97M-V/def2-TZVPD

- E_tot (Eh) = -2379.2600
- max |F| (eV/Å) = 0.09
- lowest unoccupied orbital energy (eV) = 0.03
- E_HOMO (eV) = -7.0
- net charge = 0

XYZ file:
```
56
C26H24MgN2S2Te ωB97M-V/def2-TZVPD
H -1.12260 3.71071 -4.77930
C -4.19755 -3.31615 -2.99859
C -2.94163 -1.35089 -3.61598
C 0.13364 -3.58787 2.89066
C 2.34222 -0.44823 4.90151
Mg -0.59542 -0.19762 -1.59887
H 3.84944 0.98220 3.18116
H 2.15566 -1.32847 5.51780
N -0.74437 -1.66611 -0.05882
S -3.59857 2.70621 0.31322
C -1.63026 -2.57254 -0.36891
H 3.32661 0.25659 1.66109
C -2.89855 1.32975 -0.38961
H 1.80323 5.77983 -2.44058
H 3.82950 -2.61742 4.04607
H -4.52423 -2.19655 -4.79691
C 1.57325 -1.61276 2.82610
C -2.09944 3.52348 0.20056
H 4.80894 -1.15369 3.92890
C -3.94070 -2.27839 -3.88727
H -0.16937 -4.50799 3.37219
C -0.29188 3.69918 -4.08429
H 1.61914 -3.15201 4.33521
H -1.97829 4.53999 0.53313
H 2.68444 3.62816 -1.63843
H 2.16829 1.13115 2.66950
H -3.64014 -4.22196 -1.14340
H -4.97520 -4.03905 -3.20775
C 3.97952 -1.70015 3.47516
H -2.77695 -0.55996 -4.34187
C 1.34630 4.85641 -2.77532
C -2.14972 -1.40468 -2.46419
N -1.63505 1.46211 -0.69237
H 1.44385 0.17174 4.91683
C -3.44542 -3.41547 -1.84279
C 0.95455 -1.19407 1.66358
C -0.47145 -3.15537 1.71404
H -0.12628 5.83905 -3.99369
C 0.26665 4.89194 -3.64740
C -0.06488 -1.96901 1.10969
H 1.25151 -0.29022 1.14790
C 0.21666 2.48502 -3.64270
H -3.45918 0.42672 -0.58822
H 4.26718 -1.97679 2.45944
Te 1.98699 0.59481 -1.96006
C -2.44592 -2.47306 -1.59136
C 1.28070 2.43653 -2.74110
C 1.14155 -2.81348 3.42480
H -0.21081 1.56128 -4.01967
H 3.15526 0.11607 5.36289
C 3.02745 0.45746 2.69131
S -1.72805 -3.88557 0.76303
C -1.17165 2.71407 -0.36262
H -0.14395 2.96923 -0.57039
C 2.71754 -0.82599 3.46238
C 1.84741 3.64181 -2.32574
```

---

Q: Which formula does entry 1 have?
A: C26H24FN5O5S